[1]
Entry from the Open Molecules 2025 dataset: 16 unconnected molecules or ions with the total composition C38H61FN18O6P in a non-equilibrium geometry (wB97M-V/def2-TZVPD).

Element x y z (Å)
C 2.31 -2.28 -0.23
C 1.21 -1.24 -0.13
F 0.30 -1.61 0.84
O 0.55 -1.16 -1.37
P -0.33 0.15 -1.65
O -1.60 0.07 -0.91
O 0.47 1.41 -1.09
C 1.38 2.15 -1.94
C 2.43 1.35 -2.71
C 3.87 1.90 -2.49
C 4.86 0.74 -2.30
N 5.56 0.39 -3.56
C 4.71 0.10 -4.69
N 4.79 0.79 -5.75
N 3.81 -0.97 -4.62
O -0.54 0.37 -3.18
C 0.01 -0.66 -4.13
O -0.41 -1.79 -3.97
O 0.80 -0.16 -4.96
H 2.07 -3.03 -0.97
H 3.23 -1.77 -0.50
H 2.46 -2.74 0.74
H 1.64 -0.28 0.16
H 1.88 2.84 -1.27
H 0.82 2.75 -2.65
H 2.21 1.49 -3.76
H 2.44 0.30 -2.46
H 3.91 2.50 -1.58
H 4.16 2.47 -3.35
H 5.64 1.08 -1.62
H 4.38 -0.11 -1.81
H 6.06 -0.47 -3.36
H 5.50 1.50 -5.57
H 3.70 -1.29 -3.67
H 2.88 -0.67 -4.93
C 1.43 -6.17 0.89
C 2.39 -5.73 -0.11
N 3.12 -5.37 -0.92
H 1.11 -7.18 0.67
H 1.89 -6.15 1.88
H 0.57 -5.50 0.89
C 5.31 -5.92 3.49
C 4.84 -5.03 2.43
N 4.47 -4.31 1.63
H 6.40 -5.93 3.50
H 4.94 -5.56 4.44
H 4.95 -6.93 3.32
C -3.94 1.67 -2.34
C -4.68 2.75 -1.71
N -5.19 3.65 -1.22
H -3.39 2.05 -3.20
H -3.23 1.23 -1.64
H -4.63 0.89 -2.69
C 5.01 5.68 0.21
C 5.34 4.91 -0.98
N 5.60 4.30 -1.92
H 4.45 6.57 -0.07
H 4.42 5.08 0.89
H 5.93 5.98 0.71
C -6.03 -1.71 -3.47
C -6.61 -0.84 -4.47
N -7.08 -0.15 -5.26
H -4.94 -1.72 -3.57
H -6.29 -1.36 -2.47
H -6.39 -2.72 -3.60
C -4.07 6.95 -0.12
C -2.69 7.23 0.23
N -1.59 7.41 0.50
H -4.71 7.14 0.74
H -4.39 7.58 -0.95
H -4.17 5.90 -0.42
C 3.45 -1.65 4.58
C 3.64 -2.92 5.28
N 3.79 -3.92 5.82
H 3.47 -1.81 3.51
H 2.48 -1.23 4.85
H 4.23 -0.96 4.87
C -8.55 -4.37 -1.26
C -7.21 -4.48 -1.84
N -6.16 -4.57 -2.28
H -8.65 -5.06 -0.43
H -8.71 -3.36 -0.91
H -9.29 -4.61 -2.02
C 0.99 9.00 -1.57
C 2.30 8.55 -2.02
N 3.34 8.19 -2.36
H 0.66 8.41 -0.72
H 1.04 10.05 -1.29
H 0.27 8.88 -2.38
C 4.26 6.85 -4.53
C 3.98 5.43 -4.64
N 3.77 4.30 -4.73
H 5.33 7.01 -4.40
H 3.93 7.36 -5.44
H 3.73 7.27 -3.68
C 0.52 -10.46 2.82
C 1.04 -9.12 3.06
N 1.44 -8.07 3.26
H -0.06 -10.79 3.68
H -0.12 -10.45 1.94
H 1.34 -11.15 2.65
C -9.43 -1.77 2.61
C -9.42 -3.09 1.99
N -9.42 -4.12 1.51
H -10.44 -1.37 2.63
H -9.05 -1.84 3.63
H -8.79 -1.09 2.04
C 2.65 -1.02 8.50
C 3.45 -0.23 7.57
N 4.07 0.36 6.82
H 2.19 -0.36 9.24
H 1.88 -1.56 7.97
H 3.29 -1.73 9.02
C -12.93 -5.44 2.18
C -12.47 -4.66 3.32
N -12.10 -4.05 4.22
H -13.75 -4.92 1.69
H -12.11 -5.56 1.48
H -13.27 -6.42 2.51
C 5.30 7.87 3.74
C 4.33 6.93 3.18
N 3.57 6.19 2.75
H 6.30 7.46 3.63
H 5.23 8.81 3.21
H 5.09 8.03 4.79

Properties
- HOMO-LUMO gap (eV) = 6.950
- 2S+1 = 1
- charge = -1
- LUMO energy (eV) = 1.56
- highest occupied orbital energy (eV) = -5.393
- total energy (hartree) = -3362.88421



[2]
Entry from the Open Molecules 2025 dataset: a molecular structure, C38H61N4O4Ti (wB97M-V/def2-TZVPD).

Element x y z (Å)
Ti -0.07 0.38 0.16
C -2.15 0.06 2.50
N -2.22 0.38 1.06
C -3.01 1.62 0.92
C -2.89 -0.73 0.35
C -2.64 -0.61 -1.14
N -1.18 -0.56 -1.44
C -0.99 0.21 -2.71
C 0.42 0.34 -3.21
C 0.65 0.36 -4.57
C 1.92 0.56 -5.10
C 2.97 0.74 -4.20
C 2.81 0.70 -2.82
C 1.51 0.50 -2.34
O 1.28 0.39 -1.01
C 3.99 0.89 -1.86
C 3.75 2.11 -0.96
C 4.17 -0.37 -1.00
C 5.30 1.13 -2.61
C 2.12 0.59 -6.62
C 3.58 0.83 -7.00
C 1.26 1.71 -7.22
C 1.68 -0.76 -7.20
C -0.63 -1.94 -1.65
C -0.69 -2.89 -0.49
C -1.15 -4.19 -0.70
C -1.05 -5.15 0.28
C -0.41 -4.79 1.47
C 0.08 -3.52 1.74
C -0.14 -2.55 0.75
O 0.16 -1.24 0.96
C 0.92 -3.24 2.99
C 0.31 -2.14 3.87
C 2.32 -2.80 2.53
C 1.08 -4.49 3.86
C -1.56 -6.58 0.10
C -2.59 -6.89 1.20
C -2.23 -6.79 -1.26
C -0.39 -7.57 0.22
H -3.15 0.03 2.93
H -1.57 0.84 3.02
H -1.66 -0.89 2.64
H -4.00 1.47 1.34
H -3.09 1.92 -0.12
H -2.52 2.43 1.45
H -3.96 -0.71 0.55
H -2.49 -1.66 0.73
H -3.09 0.30 -1.53
H -3.10 -1.45 -1.67
H -1.40 1.21 -2.52
H -1.60 -0.26 -3.49
H -0.20 0.22 -5.24
H 3.96 0.89 -4.59
H 2.86 1.99 -0.34
H 3.63 3.01 -1.56
H 4.61 2.26 -0.30
H 3.30 -0.58 -0.37
H 5.04 -0.25 -0.34
H 4.36 -1.24 -1.63
H 5.25 2.03 -3.23
H 5.56 0.28 -3.25
H 6.10 1.26 -1.89
H 3.94 1.79 -6.64
H 3.66 0.84 -8.09
H 4.23 0.04 -6.63
H 1.55 2.68 -6.82
H 0.20 1.56 -7.02
H 1.39 1.73 -8.31
H 2.27 -1.58 -6.78
H 1.82 -0.76 -8.28
H 0.63 -0.97 -7.00
H 0.41 -1.81 -1.96
H -1.17 -2.38 -2.50
H -1.58 -4.42 -1.67
H -0.28 -5.56 2.22
H 0.32 -1.18 3.38
H 0.89 -2.05 4.79
H -0.72 -2.40 4.15
H 2.29 -1.89 1.93
H 2.80 -3.59 1.95
H 2.95 -2.61 3.40
H 0.12 -4.84 4.24
H 1.71 -4.25 4.71
H 1.56 -5.30 3.31
H -3.44 -6.20 1.14
H -2.16 -6.80 2.20
H -2.97 -7.91 1.09
H -3.08 -6.12 -1.39
H -2.59 -7.81 -1.33
H -1.53 -6.62 -2.08
H 0.10 -7.50 1.19
H 0.36 -7.37 -0.55
H -0.75 -8.59 0.09
C 2.22 3.41 3.26
C 1.50 2.57 2.26
N 1.56 1.30 2.18
O 2.32 0.62 3.09
C 0.64 3.19 1.20
C 0.63 4.64 0.84
N -0.01 2.30 0.58
O -0.71 2.30 -0.53
H 1.86 3.21 4.28
H 2.08 4.47 3.06
H 3.30 3.21 3.23
H 2.72 1.24 3.71
H 1.63 4.97 0.56
H 0.30 5.25 1.68
H -0.04 4.79 0.00

Properties
- HOMO-LUMO gap (eV) = 7.252
- 2S+1 = 1
- charge = +1
- LUMO energy (eV) = -3.22
- highest occupied orbital energy (eV) = -10.476
- total energy (hartree) = -2853.92109
- energy relative to the best compared isomer or geometry (same formula, charge and spin) (kcal per mole) = 0.0



[3]
Entry from the Open Molecules 2025 dataset: 9 unconnected molecules or ions with the total composition C38H61O27PS (wB97M-V/def2-TZVPD).

Element x y z (Å)
C -0.08 -0.69 2.81
C -0.98 -1.59 3.65
C -2.23 -0.82 4.00
O -3.12 -1.60 4.81
C -4.46 -1.23 4.68
C -5.15 -1.87 3.47
O -5.73 -3.12 3.83
C -4.93 -4.21 3.70
O -4.87 -5.07 4.50
P -6.49 -0.83 2.74
S -6.14 1.07 2.73
H -0.03 0.29 3.29
H -0.53 -0.53 1.83
H 0.92 -1.11 2.70
H -0.49 -1.88 4.58
H -1.27 -2.49 3.10
H -1.96 0.08 4.56
H -2.75 -0.48 3.09
H -4.57 -0.14 4.64
H -4.99 -1.60 5.56
H -4.41 -2.03 2.67
H -4.40 -4.24 2.73
H -6.65 -1.38 1.46
H -7.63 -1.25 3.44
C 1.15 -2.46 -2.02
C 0.00 -1.53 -1.75
C -0.24 -0.46 -2.80
O -0.82 0.60 -2.03
C -0.37 0.47 -0.76
O -0.54 1.29 0.09
O 0.27 -0.70 -0.60
H 1.32 -3.12 -1.17
H 0.92 -3.08 -2.89
H 2.06 -1.90 -2.22
H -0.92 -2.08 -1.54
H -0.93 -0.76 -3.59
H 0.70 -0.12 -3.24
C 4.19 2.64 4.26
C 3.36 1.40 4.42
C 3.60 0.59 5.68
O 3.25 -0.73 5.26
C 3.45 -0.81 3.93
O 3.41 -1.82 3.30
O 3.68 0.42 3.41
H 4.03 3.08 3.27
H 3.92 3.37 5.02
H 5.26 2.40 4.35
H 2.29 1.63 4.32
H 2.97 0.89 6.53
H 4.65 0.60 5.98
C -3.85 4.92 5.79
C -2.99 4.33 4.71
C -3.39 2.95 4.23
O -2.13 2.42 3.79
C -1.15 3.04 4.47
O 0.00 2.70 4.45
O -1.64 4.08 5.18
H -3.42 5.87 6.14
H -4.85 5.11 5.41
H -3.92 4.24 6.64
H -2.91 5.02 3.86
H -4.09 2.92 3.40
H -3.76 2.33 5.05
C 2.16 2.04 -8.09
C 2.36 0.73 -7.36
C 1.10 0.06 -6.85
O 1.60 -0.66 -5.71
C 2.70 -0.02 -5.25
O 3.23 -0.26 -4.22
O 3.08 0.94 -6.12
H 3.13 2.49 -8.31
H 1.64 1.86 -9.03
H 1.59 2.74 -7.48
H 2.94 0.04 -7.96
H 0.64 -0.63 -7.55
H 0.36 0.79 -6.50
C 0.39 -1.01 6.50
C 0.80 -0.22 7.71
C 0.84 1.29 7.54
O 1.84 1.68 8.49
C 2.68 0.62 8.67
O 3.71 0.67 9.25
O 2.17 -0.48 8.07
H 0.49 -2.08 6.69
H -0.65 -0.81 6.25
H 1.01 -0.75 5.65
H 0.18 -0.48 8.58
H -0.09 1.80 7.76
H 1.18 1.56 6.53
C 8.25 1.54 -8.71
C 6.79 1.22 -8.56
C 6.45 0.05 -7.66
O 5.23 -0.43 -8.24
C 5.22 -0.09 -9.54
O 4.43 -0.50 -10.34
O 6.23 0.76 -9.81
H 8.39 2.32 -9.46
H 8.65 1.89 -7.76
H 8.80 0.65 -9.02
H 6.22 2.10 -8.26
H 6.29 0.32 -6.62
H 7.20 -0.74 -7.73
C 5.04 -3.91 -11.07
C 6.54 -3.96 -10.95
C 7.13 -5.17 -10.26
O 8.33 -4.65 -9.69
C 8.15 -3.32 -9.49
O 8.88 -2.61 -8.87
O 7.02 -2.91 -10.09
H 4.72 -2.95 -11.47
H 4.69 -4.70 -11.73
H 4.58 -4.04 -10.09
H 7.01 -3.82 -11.93
H 7.36 -6.00 -10.92
H 6.48 -5.51 -9.44
C -12.78 1.93 4.51
C -11.39 1.66 4.00
C -10.72 0.40 4.52
O -9.34 0.75 4.46
C -9.24 2.10 4.57
O -8.23 2.70 4.73
O -10.47 2.66 4.47
H -13.13 2.90 4.17
H -13.47 1.17 4.14
H -12.80 1.92 5.60
H -11.37 1.67 2.91
H -10.90 -0.49 3.91
H -10.99 0.20 5.56

Properties
- HOMO-LUMO gap (eV) = 9.385
- 2S+1 = 1
- LUMO energy (eV) = 0.29
- highest occupied orbital energy (eV) = -9.093
- total energy (hartree) = -4255.72019
- energy relative to the best compared isomer or geometry (same formula, charge and spin) (kcal per mole) = 0.0



[4]
Entry from the Open Molecules 2025 dataset: a molecular structure, C38H64FN4O6PSeSi2Sr in a non-equilibrium geometry (wB97M-V/def2-TZVPD).

Element x y z (Å)
Sr 0.36 -0.38 -0.06
F 3.73 4.26 -3.48
C 3.45 3.07 -4.01
C 3.58 1.96 -3.26
N 3.33 0.71 -3.76
C 3.39 -0.44 -2.88
C 2.29 -0.41 -1.80
O 2.25 -1.39 -1.02
O 1.55 0.59 -1.75
C 2.89 0.53 -5.06
O 2.62 -0.56 -5.53
N 2.78 1.69 -5.79
C 3.03 3.01 -5.39
O 2.90 3.93 -6.16
H 3.88 2.03 -2.23
H 4.36 -0.49 -2.38
H 3.25 -1.34 -3.48
H 2.46 1.58 -6.74
C -3.99 0.06 -1.01
Si -2.80 1.52 -1.27
C -3.98 2.99 -1.54
C -1.88 1.25 -2.91
C -1.62 1.63 0.17
Si -0.88 3.29 0.53
C -0.13 3.22 2.29
C 0.50 3.73 -0.71
C -2.02 4.81 0.60
H -4.35 -0.36 -1.96
H -4.87 0.35 -0.43
H -3.51 -0.75 -0.45
H -4.78 2.74 -2.24
H -3.45 3.86 -1.94
H -4.44 3.29 -0.60
H -2.56 0.88 -3.68
H -1.08 0.53 -2.79
H -1.44 2.18 -3.28
H -2.17 1.32 1.07
H 0.33 2.25 2.49
H -0.91 3.38 3.03
H 0.63 4.00 2.45
H 0.87 2.84 -1.23
H 1.34 4.24 -0.23
H 0.12 4.41 -1.48
H -2.89 4.61 1.23
H -2.38 5.09 -0.39
H -1.49 5.67 1.02
C 3.39 2.28 1.56
O 2.31 1.59 0.95
H 3.04 3.00 2.30
H 4.00 2.80 0.82
H 4.01 1.53 2.06
H 1.76 2.24 0.49
O 0.50 -1.88 1.79
P 1.27 -2.90 2.58
C 2.30 -3.96 1.46
C 1.69 -4.39 0.13
C 0.88 -5.68 0.18
C 1.70 -6.81 0.81
C 2.17 -6.40 2.21
C 3.02 -5.13 2.15
C 2.57 -2.09 3.62
C 3.09 -2.91 4.83
C 3.25 -2.05 6.09
C 4.03 -0.78 5.78
C 3.37 0.05 4.64
C 2.17 -0.66 4.02
C 0.15 -3.84 3.72
C -1.07 -4.43 2.98
C -2.41 -3.94 3.54
C -2.42 -2.41 3.61
C -1.29 -1.87 4.50
C -0.30 -2.97 4.90
H 3.05 -3.20 1.20
H 2.51 -4.52 -0.58
H 1.09 -3.58 -0.27
H 0.58 -5.96 -0.83
H -0.03 -5.54 0.77
H 2.58 -7.01 0.19
H 1.11 -7.72 0.86
H 2.76 -7.20 2.66
H 1.29 -6.24 2.84
H 3.92 -5.35 1.57
H 3.34 -4.85 3.16
H 3.39 -1.97 2.90
H 4.06 -3.33 4.59
H 2.43 -3.75 5.06
H 3.77 -2.63 6.85
H 2.27 -1.78 6.50
H 5.05 -1.06 5.48
H 4.12 -0.18 6.68
H 4.11 0.24 3.86
H 3.05 1.02 5.02
H 1.83 -0.11 3.15
H 1.34 -0.68 4.74
H 0.76 -4.66 4.12
H -1.05 -5.52 3.00
H -1.05 -4.13 1.93
H -2.59 -4.36 4.53
H -3.21 -4.28 2.89
H -3.39 -2.06 3.97
H -2.30 -2.02 2.59
H -1.70 -1.44 5.42
H -0.76 -1.08 3.97
H -0.76 -3.63 5.64
H 0.57 -2.52 5.40
Se -1.55 -2.64 -0.18
N -1.38 -2.25 -1.87
C -2.39 -2.82 -2.51
C -2.62 -2.74 -3.91
C -3.70 -3.39 -4.42
C -4.60 -4.12 -3.59
C -4.42 -4.22 -2.25
C -3.30 -3.58 -1.67
N -3.00 -3.60 -0.37
H -1.95 -2.16 -4.52
H -3.89 -3.35 -5.48
H -5.46 -4.60 -4.05
H -5.11 -4.77 -1.61

Properties
- HOMO-LUMO gap (eV) = 5.592
- 2S+1 = 1
- LUMO energy (eV) = -1.10
- highest occupied orbital energy (eV) = -6.694
- total energy (hartree) = -5609.40914
- energy relative to the best compared isomer or geometry (same formula, charge and spin) (kcal per mole) = 12.2